[1]
{"formula": "C8H9NO", "method": "ωB97M-V/def2-TZVPD", "symbols": ["C", "C", "C", "C", "C", "C", "C", "C", "H", "H", "H", "H", "H", "H", "H", "H", "H", "N", "O"], "coordinates": [[-1.6622, -0.3967, -1.4027], [-0.6873, -1.2589, -1.7973], [0.6558, -1.1596, -1.1974], [0.6986, -0.3419, -0.1005], [1.5942, 0.6183, 1.8112], [0.3542, 1.3756, 1.3692], [-0.2818, 0.5208, 0.2470], [-1.5484, 0.5275, -0.2993], [-3.1815, -1.4034, -2.0949], [-0.7171, -2.1315, -2.8962], [1.5440, -1.7880, -1.4226], [2.4675, -0.7453, 0.8048], [1.4247, -0.0889, 2.8737], [2.3451, 1.1899, 2.1320], [0.5286, 2.5891, 1.1866], [-0.2468, 1.8607, 1.9748], [-2.4008, 1.0887, 0.3398], [2.0151, -0.1159, 0.4885], [-2.9017, -0.3406, -2.0168]], "forces_ev_per_angstrom": [[-2.2, 1.6, 1.1], [3.9, -2.8, -3.1], [-2.9, -1.2, -0.3], [4.2, -1.5, -2.0], [-2.6, -3.2, 0.2], [2.0, 1.3, -3.3], [-0.1, 2.4, 2.5], [-0.1, -0.4, 1.0], [0.8, 4.4, 0.0], [-0.5, 3.1, 3.7], [-1.0, 0.5, -0.3], [7.1, -11.3, 4.1], [0.0, 1.2, -3.3], [2.9, 2.6, 0.9], [1.1, -2.6, -1.7], [-3.9, 0.1, 4.6], [1.8, -1.3, -2.5], [-9.6, 12.2, -1.3], [-1.2, -5.0, -0.3]], "homo_energy_ev": -8.0, "orbital_gap_ev": 8.8}

[2]
{"formula": "C26H31N5O2W", "method": "ωB97M-V/def2-TZVPD", "symbols": ["W", "C", "N", "C", "C", "C", "N", "C", "C", "C", "C", "C", "C", "C", "O", "C", "C", "C", "N", "C", "C", "C", "C", "C", "C", "C", "O", "H", "H", "H", "H", "H", "H", "H", "H", "H", "H", "H", "H", "H", "H", "H", "H", "H", "H", "H", "H", "H", "H", "H", "H", "H", "N", "C", "C", "C", "C", "C", "N", "H", "H", "H", "H", "H", "H"], "coordinates": [[-0.1244, 0.0182, 0.1643], [-2.2564, -2.0744, -0.8084], [-1.0688, -1.4056, -1.4090], [-0.1337, -2.5582, -1.8797], [1.3441, -2.1686, -1.8730], [1.8643, -2.3064, -0.4142], [0.7860, -1.8575, 0.4616], [0.4563, -2.6763, 1.4442], [-0.5876, -2.5832, 2.3902], [-0.6611, -3.5779, 3.3726], [-1.6551, -3.4186, 4.3488], [-2.4808, -2.2888, 4.3562], [-2.4795, -1.3689, 3.3003], [-1.5163, -1.5101, 2.3886], [-1.3387, -0.5567, 1.3694], [-1.5548, -0.7834, -2.7274], [-2.6313, 0.2658, -2.5829], [-2.2925, 1.2626, -1.4598], [-0.7820, 1.2911, -1.3158], [-0.1047, 2.1219, -2.0661], [1.2848, 2.2530, -2.1178], [1.8772, 3.1968, -3.0110], [3.2576, 3.1929, -3.1834], [4.0547, 2.3291, -2.4215], [3.5006, 1.4172, -1.5253], [2.1349, 1.3689, -1.4077], [1.5015, 0.4395, -0.6075], [-2.6293, -2.8279, -1.5384], [-3.0465, -1.3645, -0.5672], [-1.9727, -2.6186, 0.0781], [-0.4391, -2.8478, -2.9108], [-0.3447, -3.4280, -1.2778], [1.4255, -1.1940, -2.3458], [1.8861, -2.8794, -2.4995], [2.7776, -1.7282, -0.2099], [2.0352, -3.3362, -0.2152], [1.0890, -3.5537, 1.4445], [0.0211, -4.4098, 3.3593], [-1.7107, -4.0651, 5.2132], [-3.1535, -2.1366, 5.1957], [-3.1957, -0.5472, 3.2856], [-1.9357, -1.6296, -3.2920], [-0.6750, -0.4280, -3.2351], [-3.5839, -0.2167, -2.3889], [-2.7720, 0.7571, -3.5428], [-2.7076, 0.9932, -0.5121], [-2.6784, 2.2603, -1.6871], [-0.7159, 2.7875, -2.7233], [1.2656, 3.8358, -3.5953], [3.7581, 3.8194, -3.8671], [5.1236, 2.3781, -2.5208], [4.0795, 0.7174, -0.9339], [1.0972, 0.2870, 2.0824], [0.8374, 1.6957, 2.2073], [1.2214, 2.6484, 3.1280], [0.7743, 3.9424, 2.8884], [-0.0788, 4.2278, 1.8276], [-0.4651, 3.2317, 0.9748], [0.0073, 1.9886, 1.1835], [0.8557, -0.2739, 2.8957], [2.1108, 0.1308, 1.9556], [1.8945, 2.3912, 3.9600], [1.0926, 4.7562, 3.5055], [-0.4720, 5.1953, 1.7183], [-1.1700, 3.4186, 0.1739]], "forces_ev_per_angstrom": [[1.2, 0.9, -0.7], [-0.5, -0.7, -0.5], [0.0, -0.3, -0.7], [0.1, 0.3, -0.9], [-0.4, -0.8, 0.4], [0.0, 1.5, -1.5], [-0.5, -0.1, 1.5], [0.4, 0.3, -1.2], [0.3, 0.3, -0.2], [-1.4, 0.6, 0.4], [0.4, 0.5, 0.4], [0.0, -0.9, 0.0], [-1.1, 0.6, 1.1], [1.2, 0.2, -1.2], [-0.7, -0.8, 0.6], [0.1, -0.4, 0.5], [-0.1, -0.1, 0.5], [0.8, 0.1, -1.3], [-1.1, 0.2, 0.4], [-1.0, 0.6, -0.4], [1.0, 0.3, -0.6], [0.8, -1.2, 0.5], [-0.6, -0.8, 1.1], [-0.4, 0.1, 0.1], [-0.3, -0.5, 0.3], [-0.5, 0.3, 0.0], [0.5, 0.2, -0.1], [0.1, 0.6, 0.4], [0.1, -0.1, -0.1], [0.1, -0.1, 0.2], [0.1, 0.4, 0.7], [0.0, -0.2, 0.4], [0.4, 0.1, 0.2], [0.0, 0.1, 0.0], [-0.2, -0.2, -0.2], [0.3, -0.9, 0.1], [-0.1, -0.4, 0.5], [0.1, -0.2, 0.1], [0.0, -0.3, -0.2], [0.0, -0.1, -0.2], [0.2, -0.1, 0.0], [-0.1, 0.1, -0.2], [0.3, 0.2, -0.2], [-0.2, 0.1, 0.1], [0.2, 0.2, -0.1], [-0.4, -0.4, 0.7], [0.2, 0.0, 0.1], [0.5, -0.5, 0.5], [-0.5, 0.6, -0.4], [0.2, 0.8, -0.7], [0.3, -0.1, -0.1], [0.3, 0.2, -0.2], [1.4, 0.0, -0.2], [-1.2, 1.1, -0.1], [0.8, -0.9, 0.1], [-0.1, 0.0, -0.3], [0.4, -0.7, 0.6], [0.0, -0.4, 0.1], [-0.1, -0.9, -0.4], [-0.4, 0.1, 0.2], [-0.4, 0.0, -0.1], [-0.4, 0.2, -0.4], [0.1, 0.2, 0.5], [-0.3, 1.2, -0.3], [0.1, -0.2, 0.0]], "homo_energy_ev": -20.8, "orbital_gap_ev": 6.4, "total_charge": 4}

[3]
{"formula": "C4H9N3", "method": "ωB97M-V/def2-TZVPD", "symbols": ["C", "N", "C", "N", "C", "C", "N", "H", "H", "H", "H", "H", "H", "H", "H", "H"], "coordinates": [[2.1641, -0.0286, -0.1130], [0.7592, 0.2144, -0.2039], [0.0917, 1.3131, -0.2935], [-1.2064, 1.1862, -0.3773], [-1.4952, -0.2152, -0.3968], [-1.1567, -0.8894, 0.9078], [-0.1829, -0.8483, -0.1767], [2.5244, 1.0594, -0.1907], [2.5552, -0.6514, -0.8209], [2.3498, -0.4471, 0.9155], [0.5681, 2.3516, -0.1987], [-1.9763, 1.8620, -0.2789], [-2.2670, -0.5769, -1.2667], [-1.1465, -0.4575, 1.9455], [-1.6467, -1.9797, 1.0846], [0.0654, -1.8926, -0.5365]], "forces_ev_per_angstrom": [[0.4, 3.3, 3.6], [-0.5, -1.7, -0.7], [0.2, 4.5, 0.6], [-0.2, -0.8, -0.3], [-3.4, -1.3, -0.9], [-3.6, -3.0, 1.6], [1.1, -3.1, -0.6], [0.4, -1.9, 0.2], [0.8, -1.5, -2.3], [0.2, 0.5, -1.0], [-0.5, -1.7, -0.3], [0.8, 0.1, -0.3], [2.0, 0.6, 2.4], [0.8, 0.4, -1.5], [1.4, 2.4, -0.9], [-0.2, 3.2, 0.3]], "homo_energy_ev": -20.1, "orbital_gap_ev": 11.5, "total_charge": 2, "smiles": "C[N+]1=CN[C@@H]2C[N@@H+]21"}